49
Properties=species:S:1:pos:R:3:nbo_charge:R:1 method="wB97M-V/def2-TZVPD" gap_ev="4.76 / 4.17" lumo_energy_ev="3.63 / 3.62" total_charge=-2 e_tot_ha=-11445.413691 max_force_ev_per_a=2.98
Al 1.2737 -1.7383 -1.2342 2.09
Se 0.3378 -5.2954 -8.0482 -0.87
Sb 2.6882 -4.9291 -7.1506 0.66
Se 1.6029 -5.3953 -4.7579 -0.36
Se 0.6749 -3.3582 -5.4172 0.00
Se 2.1810 -2.3262 -7.0022 -0.41
C -3.8593 3.1501 -0.5169 -0.62
C -2.5483 3.3182 0.2243 -0.02
C -2.7709 3.3903 1.7561 -0.40
C -1.4829 3.8002 2.4214 -0.41
C -0.2895 3.0111 1.9482 -0.10
C 0.8712 2.8967 2.6901 -0.31
C 1.9919 2.1638 2.2429 0.40
F 3.0291 1.9520 3.0892 -0.33
C 1.9698 1.5916 0.9834 -0.30
C 0.8022 1.6605 0.1951 -0.10
C 0.6890 0.6953 -0.8850 0.34
O 1.7443 -0.0330 -1.1476 -0.88
C -0.5762 0.5432 -1.4444 -0.29
C -1.6535 1.3050 -0.9793 0.01
N -1.5176 2.2907 -0.0615 -0.41
C -0.3346 2.3493 0.7102 0.23
C -0.9094 -0.5541 -2.4416 0.80
O -1.8121 -0.4618 -3.2590 -0.61
O -0.1223 -1.6522 -2.3205 -0.89
H -4.4647 4.0815 -0.3488 0.21
H -4.4720 2.2966 -0.0991 0.21
H -3.6856 3.0268 -1.5985 0.23
H -2.1183 4.2697 -0.1125 0.18
H -3.1763 2.4830 2.2072 0.21
H -3.5260 4.1853 1.9298 0.20
H -1.6178 3.7327 3.5317 0.21
H -1.3308 4.8765 2.1701 0.20
H 0.8909 3.4105 3.6324 0.20
H 2.8380 1.0823 0.6007 0.25
H -2.6464 1.1699 -1.3731 0.22
O 4.1539 -3.9701 -0.2227 -0.65
C 3.0880 -3.3781 -0.3498 0.74
O 2.5774 -2.9178 -1.5228 -0.89
C 2.1973 -3.0531 0.8389 -0.06
C 2.5347 -3.6384 2.0431 -0.16
C 1.5530 -3.8246 3.0178 -0.32
C 0.2909 -3.2972 2.7875 -0.31
C 0.0444 -2.5904 1.5975 0.03
N 1.0056 -2.3952 0.6492 -0.73
H 3.5554 -4.0094 2.1477 0.23
H 1.7801 -4.3442 3.9566 0.19
H -0.5238 -3.4570 3.4912 0.20
H -0.9273 -2.1137 1.4307 0.19